# 1
{
  "formula": "C14H33BBa2F4O8",
  "method": "wB97M-V/def2-TZVPD",
  "total_charge": 2,
  "de_lowest_kcal_mol": 81.7,
  "spin_multiplicity": 1,
  "homo_lumo_gap_ev": 4.07,
  "species": ["Ba", "Ba", "B", "F", "F", "F", "F", "C", "C", "O", "O", "H", "H", "H", "C", "O", "C", "C", "O", "C", "H", "H", "H", "H", "H", "H", "H", "H", "H", "H", "C", "O", "C", "C", "O", "C", "H", "H", "H", "H", "H", "H", "H", "H", "H", "H", "C", "O", "C", "C", "O", "C", "H", "H", "H", "H", "H", "H", "H", "H", "H", "H"],
  "xyz": [[-1.589044, -2.560127, -2.339897], [2.181375, -4.093992, -0.229459], [1.572260, -2.261108, 3.130122], [0.784557, -1.135446, 3.279328], [2.757383, -2.223291, 3.841850], [0.868459, -3.466197, 3.303314], [1.948717, -2.318590, 1.683090], [0.851065, 0.473089, -0.438903], [0.043305, -0.764846, -0.431163], [0.583127, -1.932832, -0.709526], [-1.186364, -0.782885, -0.203586], [1.272096, 0.696159, -1.423888], [1.729528, 0.353540, 0.205864], [0.325945, 1.346322, -0.063684], [1.746471, -5.202609, -3.736687], [2.156714, -4.079803, -2.928025], [3.265313, -3.392612, -3.505335], [3.559289, -2.058282, -2.823144], [3.618386, -2.250178, -1.396105], [4.383564, -1.224334, -0.750460], [1.395054, -4.855989, -4.713107], [1.007450, -5.771987, -3.177772], [2.597703, -5.847131, -3.979436], [3.093421, -3.047157, -4.536177], [4.179231, -3.991308, -3.526838], [2.827659, -1.287407, -3.052496], [4.596002, -1.842692, -3.083047], [5.452380, -1.345906, -0.926293], [4.234489, -1.322642, 0.331279], [4.019601, -0.225726, -0.991779], [-0.702849, 2.535671, -3.344254], [-1.253385, 3.638205, -2.705770], [-2.532205, 3.415731, -2.106818], [-2.872302, 4.438676, -1.038743], [-2.520042, 5.779392, -1.273751], [-1.123777, 6.101191, -1.231412], [-0.798128, 1.590465, -2.780893], [0.359951, 2.726076, -3.506477], [-1.154585, 2.425627, -4.342011], [-2.553151, 2.417007, -1.645165], [-3.302817, 3.467566, -2.885419], [-2.584998, 4.165751, -0.021811], [-3.964737, 4.515712, -1.064650], [-0.705367, 5.820961, -0.254993], [-1.066562, 7.185021, -1.308042], [-0.565303, 5.644039, -2.037421], [-1.816765, -2.310618, 5.508887], [-2.144223, -1.373125, 4.511092], [-1.814798, -0.056173, 4.885007], [-2.605072, 0.945512, 4.069262], [-2.424635, 0.675205, 2.686137], [-2.968334, 1.658079, 1.835559], [-1.768959, -3.287483, 5.025203], [-2.601523, -2.351011, 6.270166], [-0.824861, -2.104969, 5.920428], [-0.742596, 0.112775, 4.713967], [-2.069477, 0.140801, 5.936789], [-2.237231, 1.947652, 4.329472], [-3.678506, 0.883030, 4.296391], [-2.264847, 2.496288, 1.773654], [-3.966092, 2.007410, 2.116050], [-3.006965, 1.165526, 0.861521]],
  "forces_ev_per_angstrom": [[0.5, 1.4, 1.8], [-0.1, 1.6, 1.7], [-0.2, 0.1, 0.6], [0.4, -0.5, -0.1], [-0.4, -0.1, -0.3], [0.1, 0.1, -0.1], [0.6, -0.4, -1.2], [1.1, 0.5, 0.5], [-1.2, -1.7, 0.5], [0.1, -0.4, -1.5], [-0.2, 0.2, -1.4], [-0.3, -0.1, -0.1], [-0.2, -0.2, 0.0], [-0.4, -0.2, -0.1], [0.7, 0.1, -0.4], [-0.2, -0.2, -0.3], [0.6, 1.6, -0.5], [0.5, -1.3, 1.3], [-0.1, -0.2, -0.3], [0.0, 0.1, 1.3], [-0.4, 0.0, 0.2], [-0.1, 0.0, -0.1], [0.0, 0.0, 0.3], [-0.4, -0.7, -0.1], [-0.3, -0.4, 0.2], [0.1, 0.2, -0.1], [-0.3, 0.6, -0.7], [-0.1, 0.1, -0.4], [-0.1, -0.2, -0.2], [0.1, -0.1, -0.4], [0.0, 0.1, -0.8], [-0.1, -0.2, 1.0], [0.3, 0.0, -0.5], [-0.7, 1.0, 0.2], [0.7, 0.0, -0.6], [-0.5, 0.2, 0.6], [-0.2, 0.1, 0.1], [0.0, 0.1, 0.1], [0.0, -0.3, 0.1], [-0.1, 0.0, 0.0], [0.1, -0.1, -0.1], [0.4, -0.3, 0.0], [0.0, -0.4, 0.3], [0.0, -0.1, -0.1], [0.0, 0.0, -0.1], [0.1, -0.1, -0.1], [0.1, -0.3, -0.4], [-0.3, 0.2, -0.1], [-0.1, 0.3, -0.2], [-0.1, -0.3, -0.3], [-0.1, 0.0, 0.2], [0.7, -0.4, -0.1], [0.0, 0.0, 0.0], [0.2, 0.1, 0.2], [-0.1, 0.0, 0.3], [-0.1, 0.0, 0.2], [0.2, -0.1, 0.0], [-0.1, 0.0, -0.1], [0.1, 0.0, 0.1], [-0.2, 0.3, 0.0], [0.0, -0.1, 0.1], [-0.2, 0.3, -0.1]],
  "lowdin_charge": [1.93, 2.10, -1.21, 0.16, 0.15, 0.09, -0.17, 0.03, -0.73, -0.45, -0.12, 0.09, 0.10, 0.11, -0.06, -0.41, -0.19, -0.16, -0.44, -0.05, 0.11, 0.09, 0.11, 0.15, 0.15, 0.14, 0.15, 0.11, 0.10, 0.10, -0.13, -0.19, -0.17, -0.21, -0.17, -0.08, 0.06, 0.09, 0.09, 0.11, 0.13, 0.11, 0.13, 0.09, 0.09, 0.07, -0.11, -0.19, -0.22, -0.20, -0.19, -0.12, 0.08, 0.09, 0.09, 0.12, 0.13, 0.13, 0.13, 0.08, 0.09, 0.06]
}

---

# 2
{
  "formula": "C29H52O10",
  "method": "wB97M-V/def2-TZVPD",
  "de_lowest_kcal_mol": 82.4,
  "spin_multiplicity": 1,
  "smiles": "C#CC[C@](C)(CCOC(=O)CC)OC=O.CC(C)=O.CC(C)=O.CC(C)=O.CC(C)=O.CC(C)=O.CC(C)=O",
  "homo_lumo_gap_ev": 9.76,
  "species": ["C", "C", "C", "C", "C", "C", "C", "O", "C", "O", "C", "C", "O", "C", "O", "H", "H", "H", "H", "H", "H", "H", "H", "H", "H", "H", "H", "H", "H", "H", "H", "C", "C", "C", "O", "H", "H", "H", "H", "H", "H", "C", "C", "C", "O", "H", "H", "H", "H", "H", "H", "C", "C", "C", "O", "H", "H", "H", "H", "H", "H", "C", "C", "C", "O", "H", "H", "H", "H", "H", "H", "C", "C", "C", "O", "H", "H", "H", "H", "H", "H", "C", "C", "C", "O", "H", "H", "H", "H", "H", "H"],
  "xyz": [[0.415006, -0.926026, 4.001955], [0.076958, -1.790679, 3.052744], [-0.700928, -2.932912, 2.189362], [-1.621287, -2.256593, 1.038522], [-0.577147, -1.717058, -0.114339], [-2.474843, -0.977034, 1.523799], [-3.194505, -1.137617, 2.958463], [-4.647592, -1.003814, 2.941115], [-5.278859, -1.984442, 2.100245], [-5.594922, -1.617656, 0.901869], [-5.685955, -3.483620, 2.516978], [-4.671512, -4.214238, 3.539833], [-2.564758, -3.183135, 0.401018], [-2.035222, -4.509082, 0.299016], [-2.793679, -5.485346, 0.639992], [0.926725, -0.206124, 4.751174], [0.118017, -3.635594, 1.796032], [-1.431688, -3.545681, 2.865152], [-0.025019, -0.804485, 0.363066], [0.226048, -2.527492, -0.256917], [-1.119760, -1.402046, -1.077883], [-1.742593, -0.068969, 1.570208], [-3.208602, -0.712740, 0.654465], [-2.796377, -0.264113, 3.623329], [-2.941714, -2.103268, 3.528397], [-6.735521, -3.506906, 2.996727], [-5.729444, -4.122382, 1.553004], [-3.593532, -4.206806, 3.098480], [-5.065341, -5.288245, 3.698085], [-4.599162, -3.656881, 4.560052], [-0.981756, -4.787215, -0.086978], [-6.599644, -9.561020, 1.240532], [-5.535683, -8.502673, 1.366608], [-5.117803, -7.786240, 0.110040], [-5.032300, -8.236450, 2.445395], [-6.800008, -9.992329, 2.224690], [-7.521832, -9.117236, 0.858650], [-6.256548, -10.355210, 0.573604], [-5.974612, -7.263548, -0.321713], [-4.708958, -8.501878, -0.607089], [-4.344797, -7.051714, 0.351463], [3.005754, 2.614907, 2.613357], [1.585137, 2.858012, 3.044785], [1.332039, 4.009947, 3.980480], [0.673323, 2.148387, 2.650595], [3.036858, 1.753297, 1.940766], [3.386422, 3.487834, 2.081844], [3.627702, 2.401063, 3.485066], [1.639405, 4.945951, 3.508948], [1.879426, 3.858073, 4.913423], [0.263812, 4.065456, 4.205955], [-0.244256, 1.752248, -4.189276], [-0.602292, 0.992779, -2.939913], [-1.524968, 1.666648, -1.958632], [-0.161909, -0.126335, -2.729557], [0.425890, 1.145826, -4.802163], [-1.147359, 1.966561, -4.765390], [0.266988, 2.680686, -3.926179], [-2.484875, 1.877287, -2.435531], [-1.070623, 2.591560, -1.596234], [-1.695551, 1.003289, -1.106758], [3.032269, 3.867907, -7.826293], [1.822503, 3.079285, -7.400695], [0.850286, 2.667603, -8.473893], [1.637036, 2.785031, -6.231271], [3.643561, 4.094955, -6.949153], [3.630406, 3.281481, -8.527341], [2.719908, 4.807349, -8.287911], [1.351407, 2.027782, -9.203746], [0.441020, 3.553703, -8.964285], [0.028453, 2.106241, -8.022223], [6.574527, 4.603205, 1.615169], [5.930220, 5.002367, 2.916369], [6.804522, 5.662614, 3.949458], [4.744547, 4.799217, 3.127027], [5.826679, 4.139462, 0.966175], [6.973775, 5.486822, 1.112283], [7.372121, 3.880091, 1.802929], [7.214042, 6.592986, 3.549713], [7.612041, 4.986689, 4.239564], [6.207163, 5.895030, 4.834933], [3.570318, 2.571465, -1.127972], [4.459698, 3.683127, -1.615938], [4.517103, 3.923224, -3.100976], [5.110105, 4.364696, -0.837843], [3.627728, 2.513459, -0.038845], [2.535031, 2.771137, -1.413550], [3.902165, 1.618895, -1.547196], [3.523819, 4.182872, -3.474158], [4.890860, 3.030548, -3.607479], [5.196931, 4.753806, -3.307623]],
  "forces_ev_per_angstrom": [[-1.0, -4.5, -5.0], [0.3, 3.5, 5.2], [-0.2, 1.0, 1.2], [2.0, 2.1, -1.3], [-0.2, 0.1, 1.5], [0.4, 0.1, -0.4], [1.1, 0.7, 0.7], [-0.3, -2.2, -1.2], [-1.5, 1.4, -5.0], [1.5, -1.6, 5.8], [0.7, -0.3, 0.7], [0.2, 0.5, 0.0], [2.3, -2.6, 0.9], [-3.9, -3.1, 1.5], [3.5, 4.6, -1.8], [-1.3, -1.7, -1.9], [-1.4, 1.1, 0.4], [1.6, 1.1, -0.8], [-1.0, -1.6, -1.1], [-1.3, 1.2, -0.3], [1.0, -0.7, 1.6], [-1.2, -1.8, 0.1], [1.0, -0.7, 1.8], [-1.0, -1.6, -1.2], [-0.1, 1.4, -1.1], [1.6, 0.4, -0.8], [0.1, 1.4, 1.5], [-2.0, -0.4, 0.7], [0.9, 1.7, -0.2], [-0.3, -1.0, -1.8], [-1.5, 1.3, 0.5], [0.0, -0.1, 0.4], [0.5, 0.3, 0.8], [0.3, 0.3, 0.2], [-0.4, -0.2, -0.7], [0.0, 0.1, -0.1], [0.1, -0.1, -0.2], [-0.2, 0.1, -0.1], [0.0, -0.2, -0.2], [-0.2, 0.0, -0.1], [-0.2, -0.2, 0.0], [-0.3, -0.5, -0.4], [-0.5, -0.6, -0.3], [-0.5, 0.0, 0.0], [0.4, 0.4, 0.2], [-0.1, 0.0, 0.2], [0.1, -0.1, 0.3], [0.1, 0.3, -0.1], [0.2, -0.1, 0.2], [0.1, 0.2, -0.1], [0.1, -0.1, -0.1], [0.2, -0.5, 0.0], [0.3, -0.7, 0.0], [0.0, -0.4, 0.3], [-0.2, 0.8, -0.3], [-0.1, 0.2, 0.1], [0.0, 0.2, 0.1], [-0.2, 0.1, -0.1], [0.1, 0.2, 0.0], [-0.2, 0.1, -0.1], [0.0, 0.1, -0.1], [0.2, 0.0, 0.4], [-0.1, -0.2, 0.9], [-0.3, -0.2, 0.3], [0.2, 0.3, -0.9], [-0.1, 0.0, -0.1], [-0.1, 0.2, -0.1], [0.1, -0.1, -0.2], [0.0, 0.2, -0.1], [0.1, -0.1, -0.2], [0.1, 0.1, -0.1], [-0.4, -0.3, 0.1], [-0.6, -0.1, 0.0], [-0.4, 0.1, 0.4], [0.9, 0.5, 0.0], [0.3, 0.2, 0.3], [0.1, -0.1, 0.0], [0.2, 0.2, 0.0], [0.2, -0.1, 0.0], [0.1, 0.2, -0.1], [0.1, 0.0, -0.1], [0.1, 0.1, 0.4], [0.4, 0.5, 0.5], [0.3, 0.4, 0.0], [-0.7, -0.5, -1.0], [0.0, 0.0, -0.2], [0.0, -0.2, -0.1], [-0.2, 0.0, -0.1], [0.0, -0.2, -0.1], [-0.2, 0.0, -0.1], [-0.1, -0.1, 0.1]],
  "lowdin_charge": [0.08, -0.07, -0.13, -0.45, -0.04, -0.08, -0.15, -0.08, -0.32, 0.02, -0.13, -0.11, -0.04, -0.20, 0.00, 0.06, 0.11, 0.12, 0.10, 0.09, 0.08, 0.12, 0.14, 0.14, 0.11, 0.12, 0.13, 0.06, 0.08, 0.09, 0.17, -0.03, -0.50, -0.02, 0.05, 0.08, 0.08, 0.08, 0.09, 0.09, 0.05, -0.04, -0.49, -0.02, 0.03, 0.08, 0.06, 0.09, 0.09, 0.09, 0.08, -0.04, -0.49, -0.01, 0.04, 0.07, 0.09, 0.08, 0.09, 0.09, 0.06, -0.02, -0.49, -0.02, 0.05, 0.08, 0.09, 0.09, 0.09, 0.09, 0.08, -0.02, -0.47, -0.03, 0.03, 0.04, 0.09, 0.09, 0.09, 0.08, 0.08, 0.00, -0.47, -0.02, 0.04, 0.05, 0.09, 0.10, 0.08, 0.09, 0.08]
}

---

# 3
{
  "formula": "H4I2Si2",
  "method": "wB97M-V/def2-TZVPD",
  "de_lowest_kcal_mol": 37.5,
  "spin_multiplicity": 1,
  "homo_lumo_gap_ev": 8.02,
  "species": ["Si", "Si", "I", "I", "H", "H", "H", "H"],
  "xyz": [[0.821033, -1.189304, -0.213126], [-0.756981, 1.263185, 0.296956], [2.121312, -2.436843, 1.464140], [-2.747726, 1.153348, -1.197668], [1.874336, -0.318909, -0.801139], [-0.227664, -2.308695, -0.599639], [-1.248295, 1.676541, 1.534376], [0.163985, 2.160679, -0.483899]],
  "forces_ev_per_angstrom": [[-2.0, 1.0, 1.6], [1.5, -2.5, -2.8], [-0.2, 0.2, 0.0], [0.3, -0.1, 0.3], [-0.3, -0.7, -0.8], [1.3, 1.3, -0.4], [-0.3, 0.6, 1.6], [-0.3, 0.0, 0.6]],
  "lowdin_charge": [0.02, 0.07, 0.25, 0.22, -0.14, -0.09, -0.19, -0.14]
}

---

Number 3 is which compound? H4I2Si2